The following is a DFT calculation (ωB97M-V/def2-TZVPD) of one molecule with the formula C3H5N3O at a distorted geometry.

Geometry as ORCA input:
```
! wB97M-V def2-TZVPD RIJCOSX def2/J DEFGRID3
* xyz 0 1
C -2.194 -0.233 0.037
C -0.821 0.428 -0.003
C 1.261 0.226 -0.039
H -2.159 -0.840 1.012
H -3.072 0.419 -0.109
H -2.246 -0.986 -0.730
H 2.530 -1.346 -0.222
H 3.365 0.121 0.132
N -0.344 1.568 -0.012
N 1.035 1.555 -0.035
N 2.471 -0.338 0.077
O 0.174 -0.574 -0.108
*
```

- structure (SMILES) = Cc1nnc(N)o1
- ΔE to the lowest compared entry with this formula, charge and spin (kcal/mol) = 40.4
- HOMO (eV) = -8.660
- strongest force on any atom (eV Å⁻¹) = 3.71
- LUMO (eV) = 0.73

The following is a DFT calculation (ωB97M-V/def2-TZVPD) of C3H3LiNaO3 as an isolated structure at a distorted geometry.

Geometry as ORCA input:
```
! wB97M-V def2-TZVPD RIJCOSX def2/J DEFGRID3
* xyz 0 2
O -0.565 -0.889 -1.896
C 0.455 -1.603 -2.005
C 1.368 -1.804 -0.923
H 0.707 -2.030 -2.992
H 2.430 -1.613 -1.082
H 0.977 -2.302 -0.030
Na -1.180 0.700 -0.278
O 1.283 0.605 2.484
C 0.414 0.933 1.596
O 0.596 1.816 0.698
Li -0.246 1.239 3.525
*
```

- <S²> = 0.76
- ΔE to the lowest compared entry with this formula, charge and spin (kcal/mol) = 13.9
- HOMO (alpha / beta) (eV) = -5.767 / -5.397
- strongest force on any atom (eV Å⁻¹) = 2.07
- LUMO (alpha / beta) (eV) = -0.29 / -1.26

The following is a DFT calculation (ωB97M-V/def2-TZVPD) of an isolated ion of composition C2H3N4S2 and charge -1 at a distorted geometry.

Geometry as ORCA input:
```
! wB97M-V def2-TZVPD RIJCOSX def2/J DEFGRID3
* xyz -1 1
C 2.337 -0.600 -0.167
C -2.420 -0.003 0.175
N 0.508 0.339 -0.246
N 2.466 0.653 0.320
N 1.342 1.243 0.235
N 1.063 -0.844 -0.506
S 3.629 -1.673 -0.526
S -1.188 1.262 -0.591
H -3.004 -0.693 -0.380
H -3.035 0.769 0.785
H -1.698 -0.453 0.900
*
```

- structure (SMILES) = CSn1nnc([S-])n1
- ΔE to the lowest compared entry with this formula, charge and spin (kcal/mol) = 51.0
- HOMO (eV) = -2.916
- strongest force on any atom (eV Å⁻¹) = 4.69
- LUMO (eV) = 2.61

The following is a DFT calculation (ωB97M-V/def2-TZVPD) of a 2-piece molecular cluster, CH3PSi overall at a distorted geometry.

Geometry as ORCA input:
```
! wB97M-V def2-TZVPD RIJCOSX def2/J DEFGRID3
* xyz 0 1
C 1.010 0.624 0.311
Si -0.608 -0.202 -0.430
P -0.187 1.753 0.629
H 2.014 0.512 0.314
H -1.053 -0.100 -1.850
H -1.175 -2.587 1.027
*
```

- ΔE to the lowest compared entry with this formula, charge and spin (kcal/mol) = 87.5
- HOMO (alpha / beta) (eV) = -8.555 / -8.364
- strongest force on any atom (eV Å⁻¹) = 5.27
- LUMO (alpha / beta) (eV) = -1.23 / -0.71

The following is a DFT calculation (ωB97M-V/def2-TZVPD) of a 4-piece molecular cluster, C2H15N2O3 overall at a distorted geometry.

Geometry as ORCA input:
```
! wB97M-V def2-TZVPD RIJCOSX def2/J DEFGRID3
* xyz 1 1
N 0.515 0.553 0.982
C -0.131 0.968 -0.267
C -0.283 -0.199 -1.252
N -0.630 -1.369 -0.462
H 0.072 1.149 1.686
H 0.272 -0.427 1.187
H 1.510 0.672 0.951
H -1.126 1.352 -0.074
H 0.367 1.785 -0.716
H -1.094 0.015 -1.920
H 0.650 -0.298 -1.794
H -0.560 -2.325 -0.791
H -1.590 -1.338 -0.162
H -3.744 -5.881 -1.505
H -4.790 -5.548 -0.471
O -3.948 -5.229 -0.824
H 5.232 0.411 1.043
H 5.185 1.912 1.579
O 4.704 1.210 1.141
H 0.559 4.353 0.607
H -0.935 4.433 0.436
O -0.232 3.802 0.625
*
```

- ΔE to the lowest compared entry with this formula, charge and spin (kcal/mol) = 18.0
- HOMO (eV) = -13.589
- strongest force on any atom (eV Å⁻¹) = 2.21
- LUMO (eV) = -2.87

The following is a DFT calculation (ωB97M-V/def2-TZVPD) of one molecule with the formula C25H33ClN6OS at a distorted geometry.

Geometry as ORCA input:
```
! wB97M-V def2-TZVPD RIJCOSX def2/J DEFGRID3
* xyz 0 1
C 1.883 0.010 3.066
C 1.409 -0.499 1.742
N 0.257 -1.136 1.774
C -0.218 -1.612 0.642
N -1.312 -2.321 0.417
C -1.298 -2.516 -0.916
N -0.269 -1.969 -1.552
N 0.429 -1.398 -0.570
C 1.599 -0.740 -0.646
C 2.144 -0.301 0.546
C 3.493 0.375 0.545
C 4.575 -0.446 -0.107
C 5.372 0.105 -1.103
C 6.384 -0.620 -1.706
C 6.618 -1.928 -1.319
C 5.845 -2.498 -0.324
C 4.839 -1.758 0.276
Cl 3.911 -2.513 1.533
H 6.020 -3.514 -0.006
H 7.401 -2.505 -1.786
H 6.986 -0.165 -2.477
H 5.194 1.126 -1.410
H 3.793 0.581 1.573
H 3.420 1.331 0.020
C 2.181 -0.552 -2.003
H 1.411 -0.758 -2.744
H 3.010 -1.240 -2.164
H 2.553 0.462 -2.124
S -2.481 -3.441 -1.767
C -3.413 -4.185 -0.379
H -3.839 -5.103 -0.781
H -2.705 -4.394 0.419
C -4.536 -3.257 0.075
O -5.689 -3.427 -0.263
N -4.111 -2.272 0.884
C -4.956 -1.151 1.220
H -4.907 -0.967 2.298
C -4.543 0.106 0.447
C -3.309 0.774 1.056
N -2.538 1.526 0.079
C -1.317 2.041 0.669
C -0.402 2.639 -0.400
C 0.886 3.159 0.231
H 1.382 2.370 0.790
H 0.667 3.976 0.916
H 1.564 3.530 -0.535
C -1.145 3.755 -1.134
C -2.468 3.221 -1.667
C -3.284 2.612 -0.532
H -4.217 2.216 -0.934
H -3.532 3.395 0.210
H -2.275 2.446 -2.411
H -3.039 4.020 -2.141
H -0.532 4.142 -1.951
H -1.336 4.576 -0.439
H -0.163 1.848 -1.119
H -0.804 1.216 1.172
H -1.535 2.812 1.432
H -2.640 0.004 1.452
H -3.618 1.413 1.905
H -4.320 -0.179 -0.583
H -5.383 0.802 0.435
H -5.975 -1.440 0.951
H -3.107 -2.172 1.022
H 2.043 1.086 3.037
H 1.126 -0.218 3.811
H 2.814 -0.475 3.352
*
```

- structure (SMILES) = Cc1nc2nc(SCC(=O)NCCCN3CCC[C@@H](C)C3)nn2c(C)c1Cc1ccccc1Cl
- ΔE to the lowest compared entry with this formula, charge and spin (kcal/mol) = 1.9
- HOMO (eV) = -8.449
- strongest force on any atom (eV Å⁻¹) = 1.41
- LUMO (eV) = 0.29

- Number 5 is which compound?
  C2H15N2O3